{"formula": "C4H12", "method": "ωB97M-V with the def2-TZVPD basis set", "max_force_ha_per_bohr": 0.0131, "smiles": "CC.CC", "homo_lumo_gap_ha": 0.47499, "energy_ha": -159.5840, "homo_energy_ev": -11.7, "symbols": ["C", "C", "H", "H", "H", "H", "H", "H", "C", "C", "H", "H", "H", "H", "H", "H"], "coordinates": [[0.06, -0.50, -1.76], [-1.46, -0.37, -1.79], [0.46, -0.43, -2.77], [0.52, 0.31, -1.19], [0.37, -1.47, -1.37], [-1.86, -0.40, -0.77], [-1.90, -1.17, -2.37], [-1.76, 0.59, -2.20], [0.05, 0.02, 1.72], [1.34, 0.83, 1.84], [-0.27, -0.31, 2.70], [-0.75, 0.64, 1.30], [0.17, -0.84, 1.07], [1.57, 1.39, 0.94], [2.19, 0.16, 2.00], [1.25, 1.55, 2.65]]}

***

{"formula": "C4H12", "method": "ωB97M-V with the def2-TZVPD basis set", "max_force_ha_per_bohr": 0.0267, "smiles": "CC.CC", "homo_lumo_gap_ha": 0.46243, "energy_ha": -159.5718, "homo_energy_ev": -11.4, "symbols": ["C", "C", "H", "H", "H", "H", "H", "H", "C", "C", "H", "H", "H", "H", "H", "H"], "coordinates": [[-1.18, 1.39, -0.86], [-1.79, 1.57, -2.25], [-1.07, 0.35, -0.58], [-0.16, 1.76, -0.78], [-1.79, 1.92, -0.13], [-1.04, 1.35, -3.01], [-2.64, 0.89, -2.36], [-2.27, 2.52, -2.48], [1.29, -0.96, 1.08], [1.72, -2.05, 2.05], [1.61, -1.16, 0.06], [0.23, -0.69, 1.15], [1.65, 0.07, 1.25], [2.76, -1.94, 2.37], [1.65, -3.02, 1.59], [1.04, -1.98, 2.90]]}

***

Q: Which formula does entry 2 have?
A: C4H12

***

Q: What is the formula in the second record?
A: C4H12